Here is 2 unconnected molecules or ions with the total composition C3H10N2O3 from the Open Molecules 2025 dataset. Energies are from wB97M-V/def2-TZVPD.

CARTESIAN COORDINATES (ANGSTROEM)
O (0.575, -2.039, -0.041)
C (0.163, -0.926, 0.312)
N (1.163, -0.074, 0.717)
C (0.892, 1.312, 1.213)
O (-0.077, 1.937, 0.386)
C (-1.278, -0.478, 0.288)
N (-2.239, -1.565, 0.237)
H (2.090, -0.334, 0.783)
H (0.286, 1.451, 2.223)
H (1.864, 1.916, 1.273)
H (0.365, 2.470, -0.253)
H (-1.577, 0.065, 1.122)
H (-1.482, 0.238, -0.509)
H (-2.072, -2.157, 0.994)
H (-2.383, -2.192, -0.642)
H (0.674, 0.151, -3.239)
H (1.502, -0.020, -2.005)
O (1.535, 0.245, -2.857)

Total charge   +1
Spin multiplicity   2
DFT total energy   -455.152750 Ha
Gap between HOMO and LUMO (spin up / spin down)   11.0713 / 5.2029 eV
Largest force on an atom   0.1143 hartree/bohr